[1]
Entry from the Open Molecules 2025 dataset: an isolated ion of composition C5H14N and charge +1 (ωB97M-V with the def2-TZVPD basis set).

Computed properties:
LUMO level, Ha: -0.1374
Energy relative to the best compared isomer or geometry (same formula, charge and spin), eV: 0.257
Calculated total energy, Ha: -253.40880
HOMO, eV: -14.79
SMILES: CCCCC[NH3+]
Gap between HOMO and LUMO, eV: 11.046

The geometry in ORCA input format:
```
! RIJCOSX wB97M-V def2-TZVPD def2/J DEFGRID3
* xyz 1 1
H 0.834 0.795 2.150
H 0.330 2.254 2.740
H -0.977 -3.278 -1.839
H -0.053 -0.669 0.734
H 1.344 -0.762 -0.293
N 0.678 1.776 1.905
H -0.308 -0.926 -2.260
H 1.295 1.458 -0.647
H 1.582 2.196 1.664
H -0.300 1.439 -1.295
H -1.148 1.241 1.128
C -0.295 1.820 0.769
C -0.470 -2.705 -1.076
C 0.285 1.088 -0.445
C 0.308 -0.444 -0.281
H 0.580 -2.992 -1.076
H -0.807 -3.032 -0.095
H -1.628 -0.883 -1.115
H -0.656 2.819 0.568
C -0.593 -1.196 -1.236
*
```

Atomic partial charges in e from the Mulliken method, atoms 1 to 5: atom 1 (H): 0.36, atom 2 (H): 0.36, atom 3 (H): 0.37, atom 4 (H): 0.27, atom 5 (H): 0.39

---

[2]
Entry from the Open Molecules 2025 dataset: C3H4CdO2 as an isolated structure (ωB97M-V with the def2-TZVPD basis set).

Computed properties:
LUMO level, Ha: -0.0073
Energy relative to the best compared isomer or geometry (same formula, charge and spin), eV: 1.896
Calculated total energy, Ha: -434.78384
HOMO, eV: -8.50
Gap between HOMO and LUMO, eV: 8.305

The geometry in ORCA input format:
```
! RIJCOSX wB97M-V def2-TZVPD def2/J DEFGRID3
* xyz 0 1
H 1.990 0.294 -1.175
H -1.846 2.232 2.102
O -1.554 1.503 1.548
H 2.246 -1.464 -1.923
O -1.750 0.571 -0.350
C 1.034 -1.283 -0.132
C -2.428 1.255 0.448
Cd -0.159 0.059 0.919
H 0.744 -2.342 -0.238
C 1.722 -0.824 -1.199
*
```

Atomic partial charges in e from the Mulliken method, atoms 1 to 5: atom 1 (H): 0.13, atom 2 (H): 0.30, atom 3 (O): -0.25, atom 4 (H): 0.26, atom 5 (O): -0.42

---

[3]
Entry from the Open Molecules 2025 dataset: a 2-piece molecular cluster, C6H11NS overall (ωB97M-V with the def2-TZVPD basis set).

Computed properties:
LUMO level, Ha: 0.0255
Energy relative to the best compared isomer or geometry (same formula, charge and spin), eV: 4.744
Calculated total energy, Ha: -687.97488
HOMO, eV: -8.50
Gap between HOMO and LUMO, eV: 9.188

The geometry in ORCA input format:
```
! RIJCOSX wB97M-V def2-TZVPD def2/J DEFGRID3
* xyz 0 1
C -1.160 0.541 1.104
H -1.525 1.483 -1.231
H -1.522 -1.650 0.559
C 1.211 -0.597 0.786
C 0.416 0.211 -1.653
C 0.710 -1.295 -1.652
C -1.202 -0.635 0.157
H -1.192 1.516 0.780
H -0.802 1.071 -3.083
H 1.804 -1.511 -1.662
C 0.271 -0.607 -0.448
H 1.177 -1.736 1.051
H -2.204 -0.345 -0.426
H -1.864 0.224 1.787
H 1.360 0.568 -1.706
H 2.061 -0.095 0.567
N -0.887 0.711 -2.189
S 0.468 0.735 1.951
H -0.030 -1.961 -2.282
*
```

Atomic partial charges in e from the Mulliken method, atoms 1 to 5: atom 1 (C): -0.64, atom 2 (H): 0.25, atom 3 (H): 0.32, atom 4 (C): -0.98, atom 5 (C): -0.33